[1]
ORCA calculation (ωB97M-V with the def2-TZVPD basis set) on a molecular structure, C20H26N5S2Sn.

```
! RIJCOSX wB97M-V def2-TZVPD def2/J DEFGRID3
* xyz 3 1
Sn 0.016 0.397 0.608
C 1.515 -1.623 3.641
C 0.801 -0.331 3.714
C -0.571 -0.295 4.049
C -1.181 0.901 4.371
C -0.458 2.095 4.311
C 0.879 2.085 3.902
C 1.505 0.889 3.610
H 0.905 -2.419 3.215
H 1.745 -1.943 4.664
H 2.468 -1.543 3.125
H -1.102 -1.230 4.172
H -2.199 0.910 4.730
H -0.917 3.022 4.626
H 1.439 3.007 3.884
H 2.568 0.869 3.405
S -1.180 2.292 -0.809
C -2.657 1.809 -0.058
C -3.888 2.349 -0.440
C -5.033 1.884 0.185
C -4.922 0.900 1.160
C -3.652 0.427 1.485
N -2.550 0.863 0.893
H -3.933 3.099 -1.214
H -6.001 2.279 -0.085
H -5.792 0.525 1.679
H -3.514 -0.315 2.263
N -2.400 -3.817 -3.738
C -1.868 -2.982 -2.857
C -0.662 -2.282 -3.108
C -0.181 -1.408 -2.171
N -0.780 -1.187 -0.988
C -1.903 -1.879 -0.721
C -2.480 -2.751 -1.600
H -1.959 -4.002 -4.627
H -3.262 -4.303 -3.539
H -0.134 -2.437 -4.035
H 0.724 -0.840 -2.355
H -2.344 -1.714 0.252
H -3.393 -3.266 -1.342
C 5.169 -0.894 -2.529
N 4.191 -0.370 -1.592
C 3.559 0.786 -1.743
S 2.387 1.266 -0.528
N 3.805 1.566 -2.771
C 3.196 2.831 -3.101
H 5.443 -1.899 -2.221
H 6.076 -0.287 -2.550
H 4.747 -0.949 -3.534
H 4.065 -0.877 -0.728
H 4.580 1.310 -3.374
H 2.278 2.979 -2.538
H 2.976 2.850 -4.168
H 3.880 3.652 -2.878
*
```

Results
Strongest force on any atom = 0.026 Eh/bohr
Energy above the lowest of the compared OMol25 structures with the same formula, charge and spin = 70.6 kcal/mol
Frontier orbital gap (alpha / beta) = 4.3 / 4.8 eV

These are the Löwdin partial charges, in e, on atoms 1 to 4:
1 Sn 1.06
2 C 0.00
3 C -0.29
4 C -0.03


[2]
ORCA calculation (ωB97M-V with the def2-TZVPD basis set) on C11H23FO3 in the gas phase.

```
! RIJCOSX wB97M-V def2-TZVPD def2/J DEFGRID3
* xyz 0 1
C -2.322 -2.364 2.234
C -1.816 -2.439 0.642
C -2.480 -1.179 -0.138
F -3.235 -0.277 0.807
C -1.490 -0.229 -1.008
C -2.008 -0.337 -2.595
O -0.070 -0.590 -1.021
C 0.810 0.537 -0.677
C 1.367 1.390 -1.973
O 1.902 2.672 -1.405
C 0.895 3.723 -1.703
C 2.173 0.029 0.149
C 1.819 0.258 1.750
C 3.031 -0.162 2.772
O 0.650 -0.583 2.050
H -3.508 -2.326 2.321
H -1.990 -3.361 2.767
H -1.931 -1.386 2.748
H -2.299 -3.441 0.210
H -0.661 -2.569 0.552
H -3.314 -1.622 -0.870
H -1.688 0.889 -0.700
H -1.503 0.453 -3.295
H -3.179 -0.116 -2.535
H -1.908 -1.452 -2.973
H 0.310 1.337 0.049
H 0.557 1.588 -2.800
H 2.285 0.885 -2.517
H 1.051 4.018 -2.844
H 1.045 4.633 -0.979
H -0.218 3.317 -1.604
H 2.249 -1.140 -0.012
H 3.142 0.601 -0.173
H 1.508 1.373 1.923
H 3.920 -0.731 2.260
H 3.485 0.836 3.228
H 2.559 -0.746 3.686
H 0.864 -1.488 1.674
*
```

Results
Strongest force on any atom = 0.059 Eh/bohr
Energy above the lowest of the compared OMol25 structures with the same formula, charge and spin = 121.2 kcal/mol
Frontier orbital gap = 10.3 eV
SMILES = CC[C@@H](F)[C@H](C)O[C@H](COC)C[C@H](C)O

These are the Löwdin partial charges, in e, on atoms 1 to 4:
1 C -0.13
2 C -0.17
3 C -0.19
4 F -0.12


[3]
ORCA calculation (ωB97M-V with the def2-TZVPD basis set) on 3 unconnected molecules or ions with the total composition C43H52F16INO5S2.

```
! RIJCOSX wB97M-V def2-TZVPD def2/J DEFGRID3
* xyz 0 1
C 0.112 7.000 0.041
C 1.136 6.546 0.544
C 2.380 5.911 1.289
C 1.791 4.765 2.225
C 1.232 5.112 3.578
C 1.263 6.620 4.018
C 0.662 3.974 4.398
S -0.034 4.462 6.051
C 0.651 2.524 3.920
C 0.076 1.420 4.878
C -1.214 0.703 4.244
O -1.757 -0.193 5.241
C 1.193 2.175 2.534
C 1.756 3.346 1.752
S 2.405 2.932 0.071
C 1.222 1.608 -0.452
C 0.843 1.505 -1.894
C 1.386 2.515 -2.967
I -0.388 3.555 -3.782
C 2.154 1.843 -4.195
C 2.869 0.456 -3.866
C -0.089 0.409 -2.327
C -0.587 -0.538 -1.273
C -0.196 -0.432 0.199
C -0.784 -1.539 1.156
C -0.878 -2.974 0.421
C -2.251 -1.235 1.727
C -2.887 0.145 1.269
C -4.472 0.048 1.617
C 0.743 0.684 0.649
N 1.151 0.793 2.051
C 2.403 0.033 2.349
C 2.199 -1.078 3.480
C 2.817 -2.510 3.131
C 1.879 -3.643 3.786
C 2.711 -4.666 4.714
O 2.126 -6.015 4.687
C 2.907 -6.858 3.848
C 2.470 -6.864 2.314
O 3.855 -7.501 4.251
H -0.970 7.225 -0.139
H 2.886 6.696 1.920
H 3.142 5.522 0.547
H 2.321 6.828 4.403
H 0.515 6.896 4.814
H 1.126 7.324 3.130
H 1.095 4.461 6.849
H -0.191 1.780 5.913
H 0.850 0.596 5.007
H -1.985 1.489 3.995
H -0.838 0.110 3.364
H -1.290 -0.062 6.090
H 2.042 3.334 -2.559
H 2.985 2.571 -4.489
H 1.485 1.789 -5.117
H 3.091 0.283 -2.775
H 3.883 0.482 -4.395
H 2.298 -0.389 -4.363
H -0.355 0.358 -3.419
H -1.260 -1.374 -1.642
H -0.090 -1.688 2.046
H -1.152 -3.802 1.158
H -1.780 -2.911 -0.281
H 0.037 -3.214 -0.195
H -2.185 -1.314 2.864
H -2.976 -2.062 1.412
H -2.813 0.334 0.160
H -2.493 1.003 1.905
H -4.571 -0.791 2.388
H -4.896 1.018 2.002
H -4.985 -0.340 0.688
H 2.818 -0.497 1.428
H 3.171 0.783 2.739
H 1.110 -1.156 3.779
H 2.752 -0.701 4.405
H 3.826 -2.575 3.649
H 2.880 -2.619 2.005
H 1.345 -4.186 2.937
H 1.098 -3.191 4.482
H 2.609 -4.335 5.800
H 3.806 -4.725 4.419
H 2.912 -7.745 1.750
H 1.346 -6.968 2.254
H 2.796 -5.876 1.869
C 6.875 -2.830 -7.850
C 5.649 -2.967 -8.775
C 4.639 -1.822 -8.716
F 4.083 -1.693 -7.494
F 3.617 -2.053 -9.578
F 5.049 -4.157 -8.542
F 6.125 -3.031 -10.054
O 6.825 -3.541 -6.611
C 6.199 -2.905 -5.528
C 4.972 -3.672 -5.031
F 4.040 -3.793 -6.002
F 4.383 -3.020 -4.000
F 5.920 -1.625 -5.847
F 7.122 -2.851 -4.541
H 7.708 -3.291 -8.385
H 7.178 -1.790 -7.711
H 5.102 -0.870 -8.993
H 5.245 -4.676 -4.699
C -7.989 2.254 -1.505
C -7.216 1.181 -0.712
C -7.734 -0.251 -0.865
F -8.998 -0.387 -0.418
F -6.980 -1.112 -0.134
F -7.162 1.547 0.591
F -5.928 1.207 -1.163
O -8.963 3.009 -0.781
C -10.253 2.465 -0.673
C -10.647 2.183 0.779
F -9.803 1.301 1.356
F -11.887 1.642 0.844
F -10.359 1.377 -1.461
F -11.094 3.387 -1.194
H -7.247 2.998 -1.804
H -8.389 1.870 -2.446
H -7.695 -0.578 -1.908
H -10.635 3.101 1.371
*
```

Results
Strongest force on any atom = 0.082 Eh/bohr
Frontier orbital gap = 8.2 eV
SMILES = C#CCc1c(C)c(S)c(CCO)c2c1Sc1c([C@H](I)CC)ccc([C@H](C)CCC)c1N2CCCCCOC(C)=O.FC(F)C(F)(F)COC(F)(F)C(F)F.FC(F)C(F)(F)COC(F)(F)C(F)F

These are the Löwdin partial charges, in e, on atoms 1 to 4:
1 C 0.07
2 C -0.12
3 C -0.16
4 C -0.17


[4]
ORCA calculation (ωB97M-V with the def2-TZVPD basis set) on a molecular structure, C10H16Cl4HfO5.

```
! RIJCOSX wB97M-V def2-TZVPD def2/J DEFGRID3
* xyz -2 1
C 0.112 -2.320 -0.009
C -0.206 -2.080 -1.377
C -1.549 -1.592 -1.418
C 0.621 -2.408 -2.553
C -2.042 -1.497 -0.078
C -1.036 -1.977 0.785
C -1.165 -2.136 2.248
C 1.342 -2.969 0.501
C -2.302 -1.263 -2.648
C -3.365 -0.985 0.327
Hf 0.651 0.957 -0.037
Cl 2.042 0.634 -4.403
Cl 2.615 0.191 -1.025
Cl -0.839 1.454 -1.837
H 1.645 -2.634 -2.246
H 0.687 -1.574 -3.270
H 0.181 -3.286 -3.038
H -1.634 -0.858 -3.429
H -3.098 -0.524 -2.444
H -2.781 -2.177 -3.041
H -3.622 -0.081 -0.234
H -3.357 -0.735 1.390
H -4.138 -1.740 0.149
H -1.793 -1.336 2.660
H -0.190 -2.093 2.744
H -1.643 -3.099 2.480
H 2.233 -2.688 -0.092
H 1.208 -4.064 0.443
H 1.542 -2.687 1.553
O 0.858 0.065 1.735
H 0.907 0.350 2.672
O 0.095 3.201 2.669
Cl -0.305 3.193 1.307
O -1.149 1.956 1.050
O -0.966 4.351 0.767
O 1.035 2.966 0.442
*
```

Results
Strongest force on any atom = 0.087 Eh/bohr
Energy above the lowest of the compared OMol25 structures with the same formula, charge and spin = 0.0 kcal/mol
Frontier orbital gap = 4.6 eV

These are the Löwdin partial charges, in e, on atoms 1 to 4:
1 C -0.31
2 C -0.30
3 C -0.34
4 C -0.09